2 unconnected molecules or ions with the total composition C6H12N2S at a distorted geometry. Source: the OMol25 dataset; level of theory: wB97M-V/def2-TZVPD.

Output
SMILES ... Cc1c[nH]cn1.CSC
HOMO-LUMO gap ... 8.8 eV
Energy relative to the best compared isomer or geometry (same formula, charge and spin) ... 1.9128 eV
E ... -743.44808 hartree

Last column: Mulliken charge in e.
Cartesian coordinates (Å):
C -1.4530 -1.6696 -0.7921  -1.03
C -1.2942 -1.0971 0.6200  0.53
C -1.0618 -1.6476 1.9285  -0.67
N -1.3074 -0.5116 2.7650  -0.08
C -1.6008 0.5587 1.9743  -0.26
N -1.6156 0.3389 0.6757  -0.43
H -1.4797 -0.7533 -1.5701  0.18
H -2.3989 -2.1297 -0.8551  0.40
H -0.8169 -2.5595 -1.1344  0.27
H -0.6692 -2.5923 2.1350  0.43
H -1.4905 -0.5118 3.7235  0.19
H -1.8419 1.5070 2.3880  0.46
C 1.6819 2.5490 -1.9077  -0.77
S 0.7556 0.9475 -1.6779  0.02
C 1.9713 -0.0071 -0.7580  -0.87
H 2.4977 2.0893 -2.6139  0.25
H 1.0903 3.3563 -2.4208  0.30
H 2.1683 2.7604 -0.8853  0.20
H 2.8665 -0.2276 -1.3737  0.37
H 1.5412 -0.9391 -0.3174  0.23
H 2.4570 0.5394 0.0966  0.28